[1]
29
Properties=species:S:1:pos:R:3:forces:R:3 method="wB97M-V/def2-TZVPD" e_above_lowest_ev=4.505 total_charge=+1 multiplicity=1 homo_lumo_gap_ev="8.37 / 6.52" lumo_energy_ev="-3.97 / -5.12" total_energy_ev=-23412.4347 homo_energy_ha="-0.4535 / -0.4278" molar_mass_g_mol=185.32 smiles="C=C1CC(=[NH2+])[N@@H+]1[C@H](C)[C@@H](C)C[S-]"
C -3.024 -0.328 -1.001 2.1 -1.3 1.1
C -2.050 0.413 -0.471 -1.5 1.6 -1.3
C -1.721 1.905 -0.564 -0.7 1.4 1.3
C -0.716 1.676 0.556 0.5 -0.5 -0.7
N -0.567 2.370 1.721 1.4 -0.5 0.2
N -0.954 0.190 0.451 1.3 -2.7 0.8
C 0.223 -0.660 -0.262 -1.5 1.2 -0.5
C -0.375 -1.981 -0.673 -2.3 0.1 0.2
C 1.483 -0.756 0.623 1.1 2.4 -1.8
C 2.440 -1.686 -0.111 -1.9 -1.0 0.5
C 2.227 0.620 0.561 -1.3 1.8 -1.1
S 1.925 1.549 -1.095 0.4 -0.3 1.7
H -3.077 -1.408 -0.770 -0.2 0.8 0.0
H -3.596 -0.002 -1.834 -0.7 0.7 -0.2
H -1.280 2.290 -1.489 -0.2 -0.2 0.1
H -2.520 2.634 -0.173 0.7 -1.2 -0.9
H 0.310 2.147 2.322 -2.1 0.7 -1.4
H -0.752 3.370 1.545 0.4 -0.7 0.6
H -1.089 -0.510 1.205 -0.5 1.2 0.5
H 0.381 0.056 -1.130 0.4 -1.5 0.8
H -0.879 -2.488 0.156 1.0 -0.4 0.6
H 0.416 -2.510 -1.123 0.6 -1.2 -0.3
H -1.271 -2.049 -1.347 1.4 1.0 -0.1
H 1.414 -0.976 1.674 -0.7 -0.6 0.4
H 2.081 -2.677 0.155 0.1 -0.5 -0.8
H 3.405 -1.660 0.304 1.4 0.5 0.2
H 2.384 -1.438 -1.173 0.4 -0.4 0.1
H 1.891 1.411 1.263 0.3 -0.8 0.0
H 3.291 0.497 0.679 0.3 0.0 0.0

---

[2]
29
Properties=species:S:1:pos:R:3:forces:R:3 method="wB97M-V/def2-TZVPD" e_above_lowest_ev=2.672 total_charge=+2 multiplicity=1 homo_lumo_gap_ev="7.18 / 7.18" lumo_energy_ev="-9.33 / -9.33" total_energy_ev=-14058.6443 homo_energy_ha="-0.6067 / -0.6067" molar_mass_g_mol=167.26
C -1.560 1.263 -0.220 -0.4 -0.3 0.1
C -2.706 0.481 -0.237 -0.2 0.2 -0.1
C -0.150 1.044 -0.091 1.0 0.4 -0.1
C -2.918 -0.850 0.068 0.7 0.3 0.2
C 0.578 -0.270 -0.376 -0.6 -0.4 0.4
C 2.968 -0.733 -0.877 0.0 0.2 -0.4
C 0.684 2.295 -0.299 -0.1 -0.1 0.0
C -4.222 -1.462 -0.031 -0.5 -0.2 0.0
C 3.327 -1.552 0.255 0.1 -0.5 0.6
N 1.823 -0.187 -1.119 0.1 0.3 -0.2
N 1.343 0.350 1.869 1.1 0.3 0.6
N 0.398 0.047 0.980 -1.3 -0.5 -0.5
H -1.773 2.318 -0.371 -0.1 0.0 -0.1
H -3.604 1.031 -0.498 0.0 0.0 0.0
H -0.029 -1.108 -0.714 0.1 0.0 -0.1
H 3.742 -0.543 -1.620 -0.2 0.0 -0.1
H 0.648 2.596 -1.345 0.1 0.1 -0.1
H 1.728 2.160 -0.023 0.0 0.1 0.0
H 0.288 3.117 0.293 0.0 0.0 0.1
H -4.522 -1.862 0.946 0.0 0.0 0.1
H -4.177 -2.364 -0.651 0.1 0.0 -0.1
H -4.987 -0.787 -0.406 0.0 0.0 0.0
H 4.234 -1.151 0.723 -0.1 0.1 0.0
H 3.673 -2.526 -0.120 -0.1 0.0 -0.1
H 2.542 -1.693 0.992 0.0 0.0 0.0
H 1.713 0.326 -1.995 0.3 -0.1 0.1
H 0.952 0.541 2.785 0.0 0.0 -0.1
H 2.113 0.971 1.622 -0.3 0.0 0.0
H -2.106 -1.453 0.460 0.1 -0.1 0.0

---

[3]
34
Properties=species:S:1:pos:R:3:forces:R:3 method="wB97M-V/def2-TZVPD" e_above_lowest_ev=7.130 multiplicity=1 homo_lumo_gap_ev=9.00 lumo_energy_ev=-0.17 total_energy_ev=-24311.2893 homo_energy_ha=-0.3371 molar_mass_g_mol=247.25 smiles="C[C@@H](O)[C@H](NC(=O)[C@@H](N)CCC(N)=O)C(=O)O"
C 3.026 -1.038 -0.877 -2.8 1.7 -1.9
C 3.090 -0.156 0.440 1.3 -2.5 -2.4
O 4.349 0.598 0.249 1.5 -0.8 1.0
C 1.897 0.701 1.014 1.7 0.5 0.5
N 0.613 0.075 1.436 2.0 0.1 -0.5
C -0.130 -0.855 0.749 0.2 1.2 -1.6
O -0.552 -1.858 1.277 -0.1 0.1 1.0
C -0.538 -0.473 -0.748 1.9 -6.1 2.0
N -0.987 -1.865 -1.247 2.2 -1.8 1.0
C -1.754 0.335 -0.689 -0.6 2.8 -2.4
C -3.085 -0.105 -0.025 3.3 -2.1 2.7
C -4.127 0.889 -0.015 -1.9 2.0 -0.1
N -5.279 0.616 0.816 -2.3 -0.5 -2.6
O -3.979 1.970 -0.559 -0.6 -0.6 0.5
C 1.624 1.980 0.184 -1.8 2.0 -0.6
O 0.497 2.569 0.376 6.7 -2.3 -2.1
O 2.781 2.343 -0.766 -2.4 -0.9 2.5
H 2.364 -0.553 -1.802 2.5 -0.7 2.1
H 2.467 -1.990 -0.802 0.6 0.2 0.7
H 4.111 -1.180 -1.045 -1.0 -0.3 -0.8
H 3.612 -0.941 0.967 -1.8 -0.3 2.2
H 5.110 -0.092 0.432 -2.2 2.5 -0.6
H 2.470 1.043 1.956 -1.5 0.0 -1.0
H 0.741 -0.210 2.365 -0.1 -0.6 1.6
H 0.489 -0.194 -1.216 -2.5 0.5 0.2
H -1.200 -2.473 -0.163 1.2 2.1 -4.3
H -0.107 -2.334 -1.785 -2.7 1.1 2.0
H -1.355 1.259 -0.214 -1.2 0.1 -0.5
H -1.947 0.486 -1.791 -0.1 0.6 1.1
H -2.770 -0.084 1.075 -0.6 -0.4 -0.8
H -3.420 -1.156 -0.168 0.3 0.7 -0.4
H -6.100 1.350 0.466 2.7 -2.8 1.3
H -5.595 -0.465 0.734 0.8 3.5 0.3
H 3.684 1.810 -0.623 -2.7 1.0 0.3

---

[4]
28
Properties=species:S:1:pos:R:3:forces:R:3 method="wB97M-V/def2-TZVPD" e_above_lowest_ev=3.078 multiplicity=1 homo_lumo_gap_ev="7.23 / 7.63" lumo_energy_ev="0.51 / 0.90" total_energy_ev=-13143.1789 homo_energy_ha="-0.2469 / -0.2476" molar_mass_g_mol=155.24
C 2.252 0.278 0.017 0.3 0.1 -0.1
C 0.012 -0.226 -0.506 -1.6 0.2 0.2
C -1.855 0.159 0.703 1.2 -0.2 -0.7
C -1.195 -0.999 -0.016 -0.3 0.0 -0.1
C 3.257 0.272 1.128 -0.1 0.1 -0.1
C 2.758 0.671 -1.345 -0.4 0.0 0.1
C -0.807 -2.106 0.956 -0.1 0.3 -0.1
C -2.054 -1.524 -1.160 0.2 0.2 0.2
C -2.420 2.394 0.276 0.0 0.3 0.1
N 1.069 -0.123 0.287 0.5 -0.2 0.7
O -2.627 1.022 0.019 -0.2 -0.4 -0.2
H -0.162 0.409 -1.373 0.1 0.0 -0.2
H -1.392 0.510 1.617 0.0 0.1 0.1
H 3.712 1.256 1.247 0.1 0.1 0.0
H 2.776 -0.016 2.058 0.0 0.0 0.1
H 4.056 -0.437 0.906 0.1 0.0 0.0
H 3.260 -0.173 -1.820 0.1 -0.1 0.0
H 3.474 1.486 -1.264 0.1 0.0 -0.1
H 1.936 0.978 -1.989 0.0 0.0 -0.1
H -1.693 -2.511 1.438 -0.1 -0.1 0.0
H -0.135 -1.712 1.712 0.0 0.0 0.1
H -0.296 -2.902 0.423 0.1 -0.1 -0.1
H -1.483 -2.221 -1.769 0.1 -0.1 -0.1
H -2.390 -0.704 -1.786 -0.1 0.1 -0.2
H -2.926 -2.037 -0.765 -0.2 0.0 0.0
H -2.584 2.626 1.334 0.0 0.0 0.0
H -3.139 2.941 -0.332 0.0 0.0 0.1
H -1.402 2.689 0.002 0.0 -0.1 0.0

---

[5]
29
Properties=species:S:1:pos:R:3:forces:R:3 method="wB97M-V/def2-TZVPD" e_above_lowest_ev=0.249 multiplicity=1 homo_lumo_gap_ev=9.81 lumo_energy_ev=0.75 total_energy_ev=-15193.9435 homo_energy_ha=-0.3332 molar_mass_g_mol=171.24 smiles="CC(C)C(C)(C)N1CCOC1=O"
C 0.359 1.311 -1.594 -0.6 -0.3 -0.1
C 1.164 0.915 -0.369 0.9 -0.5 -0.4
C 2.437 0.212 -0.888 -0.2 -0.1 -0.6
C 0.348 0.168 0.739 -0.3 1.3 0.2
C 1.252 -0.520 1.765 0.1 0.7 0.0
C -0.354 1.341 1.571 0.2 -0.9 -0.3
N -0.700 -0.727 0.142 0.7 -1.5 -0.7
C -2.046 -0.365 0.024 -1.2 0.8 0.5
C -2.643 -1.475 -0.839 -2.3 0.6 0.0
O -1.734 -2.554 -0.818 -0.3 0.5 0.2
C -0.593 -2.037 -0.366 3.3 1.5 1.3
O 0.460 -2.611 -0.378 0.2 -0.9 -0.3
H -0.016 0.451 -2.170 0.2 0.0 0.3
H -0.513 1.890 -1.314 -0.2 0.4 -0.1
H 0.975 1.867 -2.297 0.0 0.3 0.1
H 1.529 1.828 0.116 -0.2 0.1 0.0
H 3.148 0.030 -0.092 0.3 0.0 0.1
H 2.906 0.825 -1.702 -0.3 -0.4 0.9
H 2.202 -0.755 -1.349 -0.1 0.1 0.2
H 1.784 -1.336 1.341 0.4 -0.8 -0.3
H 1.993 0.199 2.175 -0.5 -0.3 -0.4
H 0.663 -0.867 2.603 -0.2 -0.2 0.2
H 0.402 1.958 2.088 -0.1 -0.4 -0.5
H -0.940 2.002 0.934 -0.1 0.0 0.0
H -0.985 0.934 2.366 -0.1 0.0 -0.2
H -2.456 -0.388 1.037 -0.7 0.4 -0.2
H -2.177 0.613 -0.445 -0.3 0.0 0.2
H -2.828 -1.142 -1.879 0.3 -0.2 0.4
H -3.635 -1.768 -0.401 0.9 -0.1 -0.5

---

[6]
29
Properties=species:S:1:pos:R:3:forces:R:3 method="wB97M-V/def2-TZVPD" e_above_lowest_ev=5.755 multiplicity=1 homo_lumo_gap_ev="8.08 / 8.05" lumo_energy_ev="0.51 / 0.44" total_energy_ev=-15188.4376 homo_energy_ha="-0.2783 / -0.2798" molar_mass_g_mol=171.24
C -2.789 -0.464 0.296 2.6 0.7 -0.2
C -0.358 0.263 0.486 -2.0 0.2 -0.8
C 0.725 -0.720 0.665 0.0 0.2 0.1
C 0.672 0.073 -0.682 -2.9 0.5 2.5
C 0.281 -2.158 0.649 4.2 -1.1 1.5
C 1.906 -0.452 1.553 2.1 -1.9 -3.8
C 1.641 1.144 -0.973 1.8 0.2 -0.7
C 0.247 -0.734 -1.852 -2.4 -0.5 -1.3
C -0.663 1.573 1.175 1.4 0.6 -1.3
N -3.047 0.331 -0.733 -1.1 -0.8 -0.2
O -3.391 -1.266 0.905 -0.4 -0.5 0.3
O -1.139 2.616 0.233 -0.3 -1.2 1.4
H 1.017 -2.831 0.114 -0.7 0.8 0.0
H -0.619 -2.132 0.163 -2.5 -1.0 -0.4
H 0.441 -2.568 1.700 -1.4 0.5 -1.1
H 2.153 -1.214 2.255 -0.5 -0.3 1.1
H 1.858 0.522 1.883 0.6 2.0 1.2
H 2.811 -0.604 0.796 -1.3 0.8 1.6
H 1.669 1.189 -2.093 0.5 0.6 1.1
H 2.578 0.760 -0.567 0.6 0.0 -0.7
H 1.673 2.140 -0.492 -1.0 -0.3 -0.3
H -0.820 -1.070 -1.577 1.8 -0.5 -0.5
H 1.013 -1.573 -1.914 -1.3 0.8 -0.9
H -0.059 -0.141 -2.847 1.6 -1.1 2.0
H 0.294 1.871 1.698 -1.0 0.4 -0.2
H -1.505 1.539 1.834 0.0 -0.4 0.8
H -2.301 0.934 -0.965 0.5 0.8 -0.6
H -3.845 0.151 -1.346 0.3 0.3 0.4
H -0.443 2.823 -0.362 1.1 0.2 -0.8